1.
This record from OMol25 describes a molecular structure, C26H35F8NO25SSi2. The level of theory is ωB97M-V/def2-TZVPD.

```
98
Properties=species:S:1:pos:R:3
C 4.339 0.284 -3.182
N 5.579 -0.488 -3.248
C 5.811 -1.074 -4.572
Si 4.670 -2.501 -4.959
O 4.704 -3.630 -3.737
Si 5.852 -4.804 -3.659
S 5.566 -5.850 -1.826
H 4.331 1.152 -3.857
H 3.490 -0.353 -3.441
H 4.175 0.640 -2.168
H 6.343 0.151 -3.059
H 5.779 -0.342 -5.400
H 6.824 -1.496 -4.581
H 3.269 -2.093 -5.169
H 5.172 -3.160 -6.196
H 5.698 -5.750 -4.774
H 7.196 -4.198 -3.723
H 6.442 -5.152 -1.095
C 1.935 -7.710 -5.250
C 3.138 -6.951 -5.779
O 2.772 -6.695 -7.115
C 1.408 -6.687 -7.197
O 0.788 -6.294 -8.123
O 0.878 -7.189 -6.054
F 4.267 -7.696 -5.757
H 2.052 -8.778 -5.443
H 1.727 -7.538 -4.199
H 3.333 -6.002 -5.275
C 3.703 -4.228 0.880
C 2.585 -5.222 1.125
O 1.731 -4.512 2.000
C 1.930 -3.181 1.801
O 1.226 -2.323 2.226
O 3.029 -2.979 1.048
F 3.015 -6.349 1.736
H 4.473 -4.327 1.647
H 4.143 -4.303 -0.108
H 2.024 -5.504 0.232
C 1.105 0.689 0.761
C -0.152 1.042 -0.006
O 0.282 2.098 -0.844
C 1.619 1.966 -1.027
O 2.245 2.583 -1.832
O 2.125 1.049 -0.188
F -1.151 1.505 0.796
H 1.228 1.308 1.647
H 1.163 -0.361 1.026
H -0.557 0.238 -0.618
C 1.960 5.909 -1.672
C 2.463 6.349 -3.032
O 2.479 7.758 -2.912
C 2.604 8.077 -1.593
O 2.855 9.160 -1.182
O 2.409 6.978 -0.831
F 1.630 5.999 -4.039
H 0.870 5.875 -1.667
H 2.363 4.960 -1.338
H 3.469 6.004 -3.278
C -1.392 4.445 4.273
C -0.477 3.826 5.314
O 0.423 3.080 4.517
C 0.470 3.642 3.279
O 1.285 3.384 2.456
O -0.530 4.537 3.134
F -1.129 2.990 6.151
H -2.219 3.767 4.055
H -1.769 5.428 4.536
H 0.092 4.543 5.909
C -6.553 4.700 2.247
C -7.403 3.449 2.376
O -6.511 2.547 3.006
C -5.594 3.269 3.710
O -4.852 2.804 4.510
O -5.657 4.569 3.355
F -7.768 2.938 1.176
H -5.984 4.677 1.315
H -7.110 5.628 2.324
H -8.294 3.557 2.995
C -5.616 0.647 0.249
C -4.772 0.178 1.413
O -3.787 -0.610 0.784
C -3.644 -0.160 -0.493
O -2.753 -0.453 -1.217
O -4.655 0.683 -0.807
F -5.475 -0.571 2.294
H -6.394 -0.083 0.019
H -6.052 1.626 0.406
H -4.285 0.979 1.973
C -4.901 -0.876 6.614
C -5.786 -0.948 5.383
O -7.049 -0.572 5.898
C -6.849 0.205 6.999
O -7.685 0.861 7.523
O -5.558 0.123 7.395
F -5.866 -2.197 4.870
H -4.918 -1.828 7.147
H -3.878 -0.577 6.409
H -5.513 -0.256 4.586
```

## Properties
Energy above the lowest of the compared OMol25 structures with the same formula, charge and spin = 0.0 kcal/mol
Highest occupied orbital energy = -9.1 eV
Gap between HOMO and LUMO = 9.1237 eV

Here are the Mulliken charges for atoms 1 to 2, given in e: -0.8653, -0.2940



2.
This record from OMol25 describes a molecular structure, C37H90N6O11Y in a non-equilibrium geometry. The level of theory is ωB97M-V/def2-TZVPD.

```
145
Properties=species:S:1:pos:R:3
Y -3.905 0.391 0.565
C -2.455 -4.173 -0.573
C -2.856 -3.251 -1.753
C -2.911 -4.139 -3.009
C -4.176 -4.983 -3.078
C -5.416 -4.108 -2.900
C -5.432 -3.128 -1.709
N -4.093 -2.544 -1.594
O -4.004 -1.552 -0.644
C -5.892 -3.823 -0.436
C -6.377 -1.990 -2.169
C -1.659 -2.289 -1.968
H -1.470 -4.613 -0.692
H -3.221 -4.948 -0.456
H -2.559 -3.609 0.357
H -2.030 -4.781 -2.992
H -2.906 -3.490 -3.891
H -4.174 -5.791 -2.340
H -4.183 -5.500 -4.039
H -6.234 -4.828 -2.791
H -5.594 -3.564 -3.829
H -5.503 -3.323 0.455
H -5.556 -4.859 -0.374
H -6.986 -3.798 -0.423
H -6.914 -1.591 -1.306
H -7.128 -2.379 -2.854
H -5.798 -1.200 -2.637
H -0.974 -2.787 -2.651
H -1.189 -2.047 -1.014
H -1.951 -1.317 -2.376
C 0.240 1.116 -0.481
C -1.175 0.682 -0.298
O -2.157 1.305 -0.805
O -1.467 -0.124 0.644
H 0.867 0.227 -0.555
H 0.559 1.647 0.418
H 0.400 1.808 -1.303
C 1.573 0.404 3.305
C 2.755 1.242 3.777
C 3.778 0.386 4.489
O 3.152 -0.475 5.424
C 4.043 -1.475 5.868
N 3.366 1.927 2.636
H 1.878 -0.440 2.671
H 0.854 0.911 2.653
H 1.015 -0.052 4.125
H 2.355 2.022 4.434
H 4.494 1.050 4.989
H 4.264 -0.272 3.758
H 3.544 -2.132 6.575
H 4.902 -0.979 6.337
H 4.430 -2.094 5.049
H 2.645 2.282 2.020
H 3.854 1.240 2.059
C -2.678 0.315 -5.514
C -3.334 0.941 -4.279
C -2.955 2.399 -4.214
O -3.669 3.020 -3.166
C -2.977 4.196 -2.696
N -4.803 0.680 -4.304
H -1.594 0.463 -5.552
H -3.067 0.734 -6.446
H -2.841 -0.764 -5.569
H -2.998 0.412 -3.387
H -3.018 2.951 -5.160
H -1.883 2.354 -3.967
H -3.285 4.236 -1.652
H -3.317 5.064 -3.260
H -1.898 4.063 -2.771
H -4.889 -0.311 -4.532
H -5.123 1.083 -5.191
C 1.430 1.615 -4.404
C 2.337 0.502 -3.874
C 2.668 -0.538 -4.957
O 3.730 -1.366 -4.527
C 3.284 -2.503 -3.848
N 3.572 1.190 -3.427
H 1.883 2.050 -5.293
H 1.319 2.341 -3.601
H 0.446 1.214 -4.664
H 1.931 -0.019 -3.004
H 2.975 -0.060 -5.891
H 1.770 -1.115 -5.217
H 2.619 -3.156 -4.430
H 2.650 -2.243 -2.984
H 4.095 -3.116 -3.464
H 4.275 0.460 -3.316
H 3.919 1.724 -4.222
C 10.406 3.162 3.304
O 9.068 2.829 3.628
C 8.153 3.858 3.302
C 6.728 3.398 3.425
N 6.210 2.717 2.241
C 6.812 1.398 2.018
C 6.344 0.755 0.736
O 5.085 0.112 0.950
C 4.159 0.100 -0.107
H 11.006 2.318 3.642
H 10.721 4.060 3.840
H 10.500 3.221 2.215
H 8.379 4.232 2.294
H 8.351 4.723 3.952
H 6.085 4.273 3.570
H 6.520 2.836 4.352
H 5.194 2.691 2.374
H 6.711 0.772 2.915
H 7.874 1.614 1.875
H 7.069 0.025 0.364
H 6.205 1.510 -0.047
H 4.469 -0.595 -0.900
H 3.986 1.099 -0.514
H 3.245 -0.377 0.253
C -1.090 -2.074 5.589
O -1.673 -1.795 4.320
C -2.757 -2.606 3.953
C -3.292 -2.073 2.656
N -3.801 -0.673 2.734
C -5.057 -0.593 3.484
C -6.208 -0.893 2.502
O -6.117 -0.124 1.290
C -7.424 -0.130 0.652
H -0.106 -1.620 5.552
H -1.060 -3.161 5.724
H -1.689 -1.709 6.430
H -3.484 -2.568 4.779
H -2.516 -3.667 3.808
H -4.118 -2.694 2.308
H -2.498 -2.178 1.916
H -3.137 -0.157 3.321
H -5.196 0.434 3.835
H -5.046 -1.202 4.387
H -7.162 -0.743 3.021
H -6.303 -1.972 2.330
H -7.311 0.234 -0.366
H -8.073 0.571 1.178
H -7.811 -1.145 0.679
C 0.821 4.927 0.272
C 2.246 4.436 0.426
O 3.042 5.176 -0.474
H 0.115 4.382 0.900
H 0.498 4.806 -0.766
H 0.801 5.995 0.477
H 2.404 3.354 0.349
H 2.545 4.678 1.457
H 3.977 5.042 -0.294
```

## Properties
Net charge = +1
Highest occupied orbital energy = -9.3 eV
Gap between HOMO and LUMO = 5.4208 eV

Here are the Mulliken charges for atoms 1 to 2, given in e: 1.3167, -1.2977



3.
This record from OMol25 describes 5 unconnected molecules or ions with the total composition CH12N2O4 in a non-equilibrium geometry. The level of theory is ωB97M-V/def2-TZVPD.

```
19
Properties=species:S:1:pos:R:3
H 2.790 -0.839 0.959
N 1.944 -1.384 0.826
C 1.934 -1.666 -0.451
N 0.724 -2.021 -1.072
H 2.704 -1.138 -1.099
H -0.210 -2.018 -0.514
H 0.582 -1.859 -2.042
O -2.394 5.088 -2.053
H -2.389 4.440 -2.807
H -2.492 6.006 -2.281
O -1.547 -1.556 0.397
H -1.190 -1.408 1.312
H -2.464 -1.252 0.515
O -0.148 -1.134 2.715
H 0.134 -1.170 3.663
H 0.686 -1.574 2.320
O 0.819 1.412 -0.199
H 0.503 0.829 0.566
H 0.014 1.243 -0.752
```

## Properties
Energy above the lowest of the compared OMol25 structures with the same formula, charge and spin = 37.5 kcal/mol
Highest occupied orbital energy = -9.0 eV
Gap between HOMO and LUMO = 9.6759 eV
SMILES = [H]/N=C/N.O.O.O.O

Here are the Mulliken charges for atoms 1 to 2, given in e: 0.1816, -0.5752



4.
This record from OMol25 describes 13 unconnected molecules or ions with the total composition C25H38Cl24N3O2 in a non-equilibrium geometry. The level of theory is ωB97M-V/def2-TZVPD.

```
92
Properties=species:S:1:pos:R:3
C 0.360 0.345 -6.170
C -0.822 0.308 -5.223
C -2.033 -0.260 -5.602
C -3.121 -0.289 -4.748
C -3.006 0.279 -3.486
C -1.819 0.859 -3.082
C -1.679 1.493 -1.702
C -1.116 0.536 -0.695
C -1.908 -0.565 -0.326
C -1.442 -1.407 0.632
C -0.175 -1.113 1.129
N 0.497 -0.084 0.688
C 1.881 0.154 1.228
O 2.261 1.463 1.072
N 1.574 2.267 2.042
O 1.758 3.384 1.842
N 0.077 0.803 -0.216
C -0.717 0.864 -3.946
H 0.767 -0.645 -6.336
H 0.052 0.832 -7.091
H 1.147 0.947 -5.732
H -2.143 -0.699 -6.585
H -4.044 -0.749 -5.061
H -3.877 0.266 -2.829
H -2.686 1.710 -1.348
H -1.060 2.376 -1.800
H -2.873 -0.695 -0.786
H -1.991 -2.265 0.976
H 0.270 -1.739 1.886
H 1.857 -0.164 2.268
H 2.562 -0.504 0.700
H 0.206 1.335 -3.638
C 3.832 -1.631 -4.470
Cl 3.868 -3.236 -5.212
Cl 2.171 -1.121 -4.114
H 4.392 -1.662 -3.548
H 4.278 -0.918 -5.151
C -1.174 4.660 2.284
Cl -2.430 4.687 1.039
Cl -1.614 3.609 3.639
H -0.264 4.269 1.855
H -1.025 5.667 2.654
C 1.717 5.920 5.010
Cl 1.113 7.144 3.881
Cl 1.850 6.556 6.647
H 1.032 5.081 5.015
H 2.701 5.606 4.680
C 2.064 -4.489 -1.369
Cl 0.735 -3.400 -1.802
Cl 1.901 -5.063 0.298
H 2.056 -5.343 -2.039
H 3.000 -3.950 -1.462
C 3.262 -8.168 -2.521
Cl 2.299 -7.082 -3.538
Cl 4.040 -7.301 -1.188
H 2.607 -8.925 -2.107
H 4.028 -8.625 -3.135
C -4.181 -3.398 -8.034
Cl -3.583 -4.424 -6.726
Cl -3.165 -1.965 -8.258
H -4.181 -3.968 -8.955
H -5.185 -3.073 -7.790
C 1.086 -8.125 3.017
Cl 0.920 -6.366 3.154
Cl 2.766 -8.604 2.772
H 0.722 -8.576 3.931
H 0.502 -8.459 2.169
C -7.588 -0.700 -2.784
Cl -7.700 -2.271 -1.990
Cl -5.914 -0.103 -2.820
H -7.937 -0.798 -3.804
H -8.198 0.011 -2.241
C 7.056 0.772 -3.901
Cl 6.655 -0.007 -5.435
Cl 6.012 0.210 -2.582
H 8.083 0.539 -3.651
H 6.928 1.842 -4.009
C -3.573 1.576 6.153
Cl -2.074 0.834 6.731
Cl -4.766 0.354 5.696
H -3.986 2.191 6.944
H -3.349 2.184 5.286
C 3.365 6.242 10.485
Cl 2.192 7.351 9.761
Cl 2.695 5.399 11.884
H 3.650 5.509 9.740
H 4.228 6.814 10.803
C -1.246 5.641 8.272
Cl -1.104 5.046 6.610
Cl -2.576 4.857 9.129
H -0.320 5.433 8.794
H -1.430 6.708 8.240
```

## Properties
Net charge = +1
Highest occupied orbital energy = -11.2 eV
Gap between HOMO and LUMO = 7.0861 eV

Here are the Mulliken charges for atoms 1 to 2, given in e: -1.9030, 0.3086



5.
This record from OMol25 describes a molecular structure, C25H25N7O6ReS3. The level of theory is ωB97M-V/def2-TZVPD.

```
67
Properties=species:S:1:pos:R:3
Re 1.390 -1.396 0.011
O 5.010 -0.343 -4.016
C 4.463 -1.522 -4.345
C 4.905 -2.112 -5.532
C 4.393 -3.323 -5.941
C 3.424 -3.984 -5.185
C 2.980 -3.408 -4.018
C 3.485 -2.177 -3.576
C 2.963 -1.611 -2.334
O 2.012 -2.246 -1.722
N 3.471 -0.474 -1.879
N 2.811 -0.111 -0.753
C 3.040 0.980 -0.121
C 2.239 1.210 1.081
C 2.338 2.357 1.842
C 1.519 2.493 2.958
C 0.633 1.487 3.281
C 0.586 0.350 2.484
N 1.366 0.221 1.416
H 4.614 -0.041 -3.173
H 5.653 -1.588 -6.112
H 4.749 -3.762 -6.864
H 3.027 -4.935 -5.511
H 2.226 -3.893 -3.415
H 3.776 1.692 -0.475
H 3.040 3.129 1.558
H 1.575 3.388 3.563
H -0.041 1.568 4.120
H -0.092 -0.467 2.687
C -4.260 4.472 0.068
C -3.327 3.445 -0.507
C -3.689 2.674 -1.603
C -2.831 1.706 -2.112
C -1.598 1.515 -1.518
C -1.214 2.280 -0.420
C -2.074 3.238 0.073
S -0.513 0.258 -2.122
O 0.785 0.842 -2.350
O -1.199 -0.399 -3.200
N -0.347 -0.741 -0.854
C -1.575 -1.418 -0.450
C -1.270 -2.329 0.718
O -2.143 -2.870 1.363
O 0.012 -2.476 0.986
H -5.233 4.440 -0.419
H -3.854 5.479 -0.053
H -4.406 4.301 1.135
H -4.660 2.819 -2.059
H -3.112 1.096 -2.959
H -0.255 2.102 0.052
H -1.789 3.819 0.943
H -1.989 -2.019 -1.265
H -2.336 -0.706 -0.116
S 4.964 -3.398 2.458
C 3.764 -2.742 1.649
N 2.876 -2.248 1.045
C -4.226 -0.330 5.971
N -3.709 0.424 4.851
C -3.232 -0.111 3.709
N -3.107 -1.441 3.667
S -2.798 0.888 2.419
H -4.553 0.368 6.737
H -3.455 -0.966 6.413
H -5.081 -0.950 5.689
H -3.857 1.417 4.809
H -3.443 -2.021 4.416
H -2.826 -1.902 2.806
```

## Properties
Energy above the lowest of the compared OMol25 structures with the same formula, charge and spin = 0.0 kcal/mol
Highest occupied orbital energy (alpha / beta) = -8.1 / -8.5 eV
Gap between HOMO and LUMO (alpha / beta) = 6.6787 / 6.4091 eV
Multiplicity = 4

Here are the Mulliken charges for atoms 1 to 2, given in e: 1.4839, -0.6514



6.
This record from OMol25 describes C5H9NO in the gas phase. The level of theory is ωB97M-V/def2-TZVPD.

```
16
Properties=species:S:1:pos:R:3
O 0.541 2.518 0.796
C -0.048 1.534 -0.013
C -0.807 0.375 0.693
C 0.015 -0.613 -0.136
C -0.476 -1.853 -0.765
N 0.539 -1.897 0.291
C 0.886 0.505 -0.702
H 1.151 2.077 1.402
H -0.678 2.079 -0.720
H -1.892 0.353 0.546
H -0.598 0.337 1.770
H -0.130 -2.149 -1.753
H -1.492 -2.167 -0.526
H 0.124 -2.175 1.177
H 1.893 0.500 -0.268
H 0.971 0.575 -1.791
```

## Properties
Energy above the lowest of the compared OMol25 structures with the same formula, charge and spin = 60.4 kcal/mol
Highest occupied orbital energy = -9.5 eV
Gap between HOMO and LUMO = 10.5265 eV
SMILES = O[C@H]1C[C@]2(CN2)C1

Here are the Mulliken charges for atoms 1 to 2, given in e: -0.5692, 0.1159



7.
This record from OMol25 describes 2 unconnected molecules or ions with the total composition C4H10NO in a non-equilibrium geometry. The level of theory is ωB97M-V/def2-TZVPD.

```
16
Properties=species:S:1:pos:R:3
C -0.700 -0.784 2.542
C -1.508 -0.025 1.795
H -0.890 -1.840 2.716
H 0.171 -0.397 3.072
H -2.321 -0.476 1.235
H -1.450 1.047 1.758
C 0.040 1.038 -0.766
O -1.268 1.167 -0.512
C 0.395 -0.205 -1.648
N 1.823 -0.215 -1.959
H 0.567 1.860 -1.316
H 0.690 0.891 0.144
H 0.083 -1.091 -1.087
H -0.233 -0.128 -2.543
H 2.385 0.282 -1.283
H 2.215 -1.124 -2.150
```

## Properties
Net charge = -2
Energy above the lowest of the compared OMol25 structures with the same formula, charge and spin = 33.6 kcal/mol
Highest occupied orbital energy (alpha / beta) = 4.6 / 0.4 eV
Gap between HOMO and LUMO (alpha / beta) = 2.6050 / 6.7256 eV
Multiplicity = 2

Here are the Mulliken charges for atoms 1 to 2, given in e: -2.8210, -0.6322



8.
This record from OMol25 describes 2 unconnected molecules or ions with the total composition C2H7S3 in a non-equilibrium geometry. The level of theory is ωB97M-V/def2-TZVPD.

```
12
Properties=species:S:1:pos:R:3
C 0.837 -1.443 -1.493
S 2.568 -2.050 -1.669
H 0.497 -1.587 -0.469
H 0.203 -2.074 -2.100
H 0.752 -0.381 -1.684
C -1.207 1.828 1.807
S -1.179 0.150 1.207
S -2.112 0.262 -0.624
H -0.316 2.378 1.497
H -2.144 2.326 1.573
H -1.132 1.745 2.898
H 3.233 -1.154 -0.943
```

## Properties
Net charge = -1
Energy above the lowest of the compared OMol25 structures with the same formula, charge and spin = 9.6 kcal/mol
Highest occupied orbital energy = -2.2 eV
Gap between HOMO and LUMO = 5.3549 eV

Here are the Mulliken charges for atoms 1 to 2, given in e: -0.6740, -0.2627